DFT (wB97M-V/def2-TZVPD) results for an isolated molecule of C23H26O3.

Geometry as XYZ:
```
52
Properties=species:S:1:pos:R:3
C -1.46940 3.17196 3.95104
C -0.15442 2.54355 3.58641
O -0.05334 2.52223 2.14341
C 1.07013 1.87629 1.70332
C 0.98777 1.68622 0.17803
C 2.40448 1.44656 -0.33932
O 3.04773 0.49250 0.06839
C 3.02603 2.38119 -1.39479
C 2.38182 2.18289 -2.78389
C 0.87894 2.46880 -2.75268
C 0.49281 3.55716 -1.74821
C 0.39929 3.05320 -0.28502
O 1.91005 1.40836 2.45349
H -1.61130 3.03726 5.01911
H -1.47279 4.24342 3.73707
H -2.30668 2.69767 3.43234
H 0.69108 3.10648 4.00471
H -0.10176 1.50853 3.91578
H 3.01249 3.43068 -1.05137
H 4.09385 2.09704 -1.45426
H 2.88506 2.83026 -3.53840
H 2.54531 1.13589 -3.09470
H 0.53478 2.73626 -3.76827
H 0.37047 1.54564 -2.46528
H 1.18152 4.41264 -1.78578
H -0.49873 3.96038 -2.03213
H -0.67041 3.14586 0.01109
H 1.01634 3.77476 0.33594
C 0.22145 0.11545 0.33594
C 0.83598 -0.92445 -0.52720
C 0.63889 -0.80991 -1.92302
C 1.42632 -1.53145 -2.81614
C 2.32199 -2.49656 -2.37074
C 2.36045 -2.76142 -1.00148
C 1.57125 -2.04572 -0.10128
C -0.41655 -0.35778 1.61335
C -1.75766 0.00346 1.88440
C -2.36107 -0.33319 3.09803
C -1.71118 -1.13373 4.03425
C -0.41221 -1.56442 3.72618
C 0.25253 -1.13154 2.56933
H -0.48291 0.74057 -0.22894
H -0.20721 -0.21671 -2.27851
H 1.29569 -1.32957 -3.88511
H 2.94694 -3.03990 -3.08549
H 3.00772 -3.56392 -0.63587
H 1.50028 -2.43022 0.92273
H -2.32479 0.50630 1.09916
H -3.37644 0.03605 3.28172
H -2.22323 -1.40910 4.96024
H 0.08040 -2.24455 4.41786
H 1.30195 -1.43100 2.43286
```

For the HOMO energy, the calculation gives -0.312 Eh. The calculation puts the largest force on an atom at 3.40 eV/Å. Its total charge is 0. The calculation puts the LUMO energy at 0.52 eV. Its SMILES is CCOC(=O)[C@@]1(C(c2ccccc2)c2ccccc2)CCCCCC1=O. For the energy, the calculation gives -1117.668939 hartree.